49
Properties=species:S:1:pos:R:3 method="wB97M-V/def2-TZVPD" e_lumo_ev=0.4 orbital_gap_ha=0.302 e_tot_ev=-33850.6078 homo_energy_ev=-7.8 largest_force_ev_per_a=0.78 smiles="CCN1C=C(C(=O)OC)C(c2cccc(OC)c2OC)C(C(=O)OC)=C1" charge=0
C -0.957 0.431 -4.453
C -0.021 1.532 -3.959
N 0.298 1.370 -2.560
C 1.299 0.537 -2.165
C 1.606 0.298 -0.876
C 2.707 -0.623 -0.597
O 3.300 -1.267 -1.438
O 3.005 -0.687 0.715
C 4.043 -1.583 1.069
C 0.830 0.898 0.276
C 0.209 -0.187 1.133
C 0.517 -0.276 2.482
C -0.042 -1.257 3.276
C -0.961 -2.137 2.736
C -1.302 -2.055 1.393
O -2.228 -2.960 0.908
C -3.416 -2.382 0.399
C -0.683 -1.102 0.571
O -0.969 -1.025 -0.781
C -0.635 -2.186 -1.522
C -0.247 1.807 -0.277
C -1.121 2.538 0.642
O -2.066 3.218 0.303
O -0.755 2.390 1.929
C -1.567 3.056 2.880
C -0.463 1.960 -1.596
H -0.468 -0.538 -4.382
H -1.860 0.410 -3.848
H -1.231 0.608 -5.489
H 0.908 1.516 -4.535
H -0.494 2.508 -4.094
H 1.877 0.066 -2.948
H 3.756 -2.610 0.830
H 4.188 -1.470 2.140
H 4.959 -1.341 0.527
H 1.508 1.473 0.920
H 1.215 0.430 2.904
H 0.219 -1.328 4.321
H -1.435 -2.896 3.338
H -4.000 -3.206 -0.008
H -3.981 -1.896 1.202
H -3.214 -1.649 -0.385
H 0.452 -2.286 -1.610
H -1.043 -3.093 -1.071
H -1.070 -2.046 -2.511
H -1.554 4.134 2.706
H -1.147 2.820 3.855
H -2.598 2.704 2.812
H -1.265 2.602 -1.932

93
Properties=species:S:1:pos:R:3 method="wB97M-V/def2-TZVPD" e_lumo_ev=0.0 orbital_gap_ha=0.366 e_tot_ev=-523533.1743 homo_energy_ev=-9.9 largest_force_ev_per_a=5.04 charge=0
C 0.170 3.253 3.407
O -0.023 3.391 1.963
B -0.919 2.346 1.468
O -2.327 2.336 1.807
C -0.249 1.226 0.486
C -0.760 1.707 -0.964
O -1.720 0.662 -1.291
C -1.606 -0.544 -0.524
O -2.219 -1.579 -0.865
C -0.593 -0.322 0.709
C -1.097 -0.592 2.200
O -1.148 -2.026 2.540
C -2.016 -2.073 3.694
C -1.553 -1.292 5.038
O -3.120 -2.686 3.663
H 1.220 2.800 3.565
H -0.623 2.553 3.869
H 0.184 4.289 3.879
H -2.633 3.263 1.959
H 0.880 1.347 0.639
H 0.023 1.953 -1.758
H -1.382 2.656 -0.840
H 0.335 -0.985 0.538
H -0.292 -0.140 2.897
H -2.140 -0.165 2.390
H -2.184 -0.325 5.045
H -0.432 -1.058 4.886
H -1.706 -1.912 5.977
C 2.362 -0.471 -2.271
Cl 1.041 -1.564 -1.829
Cl 1.829 0.669 -3.517
Cl 2.961 0.396 -0.849
H 3.181 -1.064 -2.679
C -2.751 -4.623 7.743
Cl -1.405 -3.821 8.569
Cl -4.269 -4.343 8.603
Cl -2.889 -4.061 6.070
H -2.555 -5.693 7.728
C 4.253 2.712 -5.397
Cl 4.638 4.391 -4.992
Cl 3.762 2.578 -7.092
Cl 5.634 1.657 -5.063
H 3.420 2.392 -4.774
C 5.946 -2.872 -2.820
Cl 6.834 -2.644 -1.307
Cl 4.685 -4.096 -2.624
Cl 5.245 -1.341 -3.367
H 6.645 -3.218 -3.579
C 2.623 -3.417 -6.396
Cl 4.105 -2.582 -6.889
Cl 2.916 -5.155 -6.224
Cl 1.996 -2.737 -4.889
H 1.870 -3.266 -7.170
C 2.746 -0.558 5.992
Cl 1.422 -1.669 6.368
Cl 2.236 0.626 4.780
Cl 3.311 0.255 7.456
H 3.571 -1.136 5.580
C -6.223 -2.641 5.574
Cl -7.574 -3.752 5.843
Cl -6.658 -1.405 4.387
Cl -5.720 -1.887 7.093
H -5.382 -3.211 5.182
C -1.152 -2.321 -8.542
Cl -0.684 -0.683 -8.071
Cl -1.646 -2.372 -10.240
Cl 0.189 -3.438 -8.246
H -1.997 -2.628 -7.930
C -4.769 -2.198 0.755
Cl -4.692 -0.435 0.608
Cl -6.162 -2.678 1.737
Cl -4.842 -2.953 -0.844
H -3.864 -2.540 1.255
C -4.547 5.022 -0.607
Cl -3.074 5.879 -1.085
Cl -4.225 3.293 -0.418
Cl -5.202 5.700 0.890
H -5.288 5.149 -1.394
C -1.862 2.982 -6.450
Cl -3.319 2.675 -5.496
Cl -0.514 1.997 -5.859
Cl -2.162 2.663 -8.164
H -1.594 4.031 -6.338
C 6.934 -1.592 8.455
Cl 6.090 -2.718 9.527
Cl 8.555 -2.191 8.076
Cl 6.005 -1.332 6.971
H 7.033 -0.638 8.968
C 2.281 6.110 -7.403
Cl 2.355 6.618 -9.095
Cl 2.160 7.516 -6.335
Cl 0.918 5.012 -7.141
H 3.200 5.577 -7.164

10
Properties=species:S:1:pos:R:3 method="wB97M-V/def2-TZVPD" e_lumo_ev=-13.4 orbital_gap_ha=0.319 e_tot_ev=-40798.2476 homo_energy_ev=-22.1 largest_force_ev_per_a=2.86 charge=+3
C 1.801 0.851 -0.121
C 1.118 1.858 0.279
O 2.577 -0.004 -0.507
H 0.634 2.499 -0.466
H 1.016 2.042 1.353
H 2.197 -0.893 -0.690
O -2.146 0.359 0.560
C -2.188 -0.750 0.286
Yb -2.696 -4.073 -0.736
O -2.313 -1.889 0.042

7
Properties=species:S:1:pos:R:3 method="wB97M-V/def2-TZVPD" e_lumo_ev=0.9 orbital_gap_ha=0.423 e_tot_ev=-5657.8773 homo_energy_ev=-10.6 largest_force_ev_per_a=4.47 smiles="[H]/N=C1/CO1" charge=0
H 2.184 -0.523 -0.505
N 1.405 -0.879 0.033
C 0.448 -0.086 0.083
C -0.943 0.218 0.260
O -0.070 1.084 -0.529
H -1.646 -0.314 -0.482
H -1.379 0.499 1.140

22
Properties=species:S:1:pos:R:3 method="wB97M-V/def2-TZVPD" e_lumo_ev=0.6 orbital_gap_ha=0.304 e_tot_ev=-11806.2253 homo_energy_ev=-7.7 largest_force_ev_per_a=1.31 charge=0
C 1.339 1.592 -0.805
N 1.602 -0.598 0.248
C 0.729 0.480 0.017
N 2.086 -1.282 -0.891
N -0.036 0.769 1.143
H 1.292 -1.169 1.027
H 1.568 -2.141 -1.060
H 3.061 -1.515 -0.746
H -0.182 1.765 1.258
H 0.579 2.317 -1.098
H 2.088 2.100 -0.193
H 1.825 1.188 -1.692
C -1.724 -1.206 1.212
C -1.538 0.149 0.566
N -0.679 -0.100 -0.870
N -2.566 0.940 0.554
H -0.649 -1.031 -1.285
H -1.060 0.547 -1.555
H -2.398 1.804 0.042
H -2.589 -1.703 0.771
H -0.847 -1.841 1.082
H -1.903 -1.065 2.276

33
Properties=species:S:1:pos:R:3 method="wB97M-V/def2-TZVPD" e_lumo_ev=-0.4 orbital_gap_ha=0.307 e_tot_ev=-22874.9639 homo_energy_ev=-8.8 largest_force_ev_per_a=7.29 smiles=O.O.O.O.O.O.O.O.O.O.O charge=0
O -0.590 1.003 -1.342
H 0.347 1.187 -1.212
H -0.951 0.977 -0.449
O -0.821 -0.972 -1.307
H -0.715 -0.875 -0.354
H 0.032 -1.308 -1.606
O 0.927 4.141 1.255
H 1.566 3.585 1.714
H 0.078 3.885 1.633
O 5.050 1.143 -1.950
H 4.476 0.770 -2.628
H 5.937 1.050 -2.315
O -1.524 -3.724 1.174
H -1.309 -3.233 1.975
H -1.902 -3.061 0.587
O -3.134 0.969 2.177
H -2.573 1.460 2.787
H -4.021 1.304 2.353
O 3.185 -2.182 -1.241
H 2.609 -1.733 -0.613
H 3.027 -3.119 -1.076
O 2.084 -0.234 1.037
H 1.390 0.429 1.129
H 1.962 -0.808 1.801
O -4.441 -1.252 -0.676
H -4.715 -1.429 -1.583
H -5.269 -1.185 -0.189
O -4.414 1.753 -1.934
H -3.653 1.208 -1.705
H -4.046 2.638 -2.037
O 3.787 -0.507 1.801
H 3.703 -1.457 1.944
H 3.918 -0.423 0.850